Entry 1:
Here is a structure of composition C30H32N4ORhS2 at a distorted geometry from the OMol25 dataset. Energies are from ωB97M-V/def2-TZVPD.

Results
* gap between HOMO and LUMO (alpha / beta): 6.8446 / 6.0141 eV
* ΔE to the lowest compared entry with this formula, charge and spin: 27.9 kcal per mole
* LUMO energy (alpha / beta): -2.5 / -4.6 eV
* charge: +1
* energy: -64308.0152 eV
* multiplicity: 5

Geometry as XYZ:
```
70
Properties=species:S:1:pos:R:3:forces:R:3
Rh -1.42203 -1.25234 -0.85197 1.112 0.775 -0.216
S 0.88079 -1.47445 -0.81344 -0.140 -0.089 0.011
S -1.13671 0.88579 -0.21617 -0.487 0.211 0.184
O -3.36175 -2.61937 -2.13091 -0.127 0.015 0.155
N -4.46967 0.22117 -0.58792 -0.010 -0.147 0.097
N 1.03425 2.43198 -0.00883 -0.194 -0.257 -0.087
N -1.66574 -3.21331 -0.72670 -0.223 -0.783 0.191
N 2.79488 0.39332 -0.77494 -0.370 -0.046 0.114
C 0.70402 4.87469 0.29003 0.042 -0.082 0.012
C 1.44902 6.75714 -1.01438 -0.021 -0.003 -0.061
C -3.85687 -4.29089 -0.35360 -0.018 0.155 -0.024
C 4.68208 -0.58676 0.44185 0.017 0.041 -0.022
C -1.06536 -4.36398 -0.63746 -0.016 0.117 -0.052
C -4.11458 -3.41466 -3.04230 -0.047 -0.048 -0.010
C 1.76144 6.75202 1.36810 0.004 0.021 0.036
C -5.20930 -4.20851 -0.04143 0.052 -0.139 -0.008
C -3.26964 -1.79211 0.05227 0.276 -0.018 -0.241
C -6.03762 -3.08664 -0.06056 0.047 0.102 -0.042
C 2.46030 2.56954 0.25063 0.188 -0.081 -0.038
C 4.09575 -0.80129 1.68636 -0.017 -0.004 0.009
C 6.22027 -0.46580 2.75930 0.035 0.012 0.003
C 3.83092 -0.63559 -0.80681 0.134 -0.035 0.064
C -3.10096 -3.07767 -0.77754 -0.541 -0.243 -0.027
C -4.53261 -1.08595 -0.31830 0.058 -0.022 0.006
C -3.15518 -1.97395 1.55444 -0.087 -0.001 -0.016
C -5.76231 -1.73482 -0.29010 -0.147 0.047 -0.019
C 1.91051 7.37660 0.13860 0.013 0.025 0.027
C 0.08997 3.50223 0.36063 0.012 0.167 0.083
C 1.15937 5.50463 1.44301 -0.038 -0.039 -0.041
C -1.78426 -5.56628 -0.49197 -0.106 -0.091 -0.015
C 4.86115 -0.74051 2.83978 -0.061 -0.013 -0.001
C 1.47811 0.14248 -0.60019 0.287 0.011 -0.087
C 3.22291 1.78026 -0.79217 -0.027 0.200 0.008
C -3.14743 -5.50251 -0.30643 0.104 -0.100 0.043
C 0.58381 1.18967 -0.30213 0.165 0.197 0.011
C 6.81028 -0.25586 1.52306 0.033 -0.001 0.021
C 6.04196 -0.31411 0.36788 -0.041 -0.011 -0.035
C 0.84476 5.51154 -0.93861 0.030 -0.016 0.017
H 1.03869 5.01477 2.40277 0.013 0.015 0.002
H -5.18175 -3.19845 -2.94864 0.023 -0.015 0.038
H -2.22280 -2.46892 1.82482 0.021 0.001 -0.032
H 4.45301 -0.48423 -1.69151 -0.044 0.013 -0.021
H -0.74875 3.44289 -0.33049 -0.010 -0.011 0.013
H -3.69328 -6.41161 -0.07803 -0.028 0.029 -0.005
H 3.34907 -1.60446 -0.89834 -0.017 -0.024 -0.069
H 2.37860 8.35035 0.07987 -0.004 -0.007 -0.003
H 6.50690 -0.15283 -0.59846 -0.007 0.003 0.003
H -5.30183 0.74874 -0.79098 0.010 0.041 0.000
H -0.29924 3.31435 1.36656 0.034 -0.032 -0.018
H 3.03572 -1.02661 1.74875 0.008 0.006 0.005
H -3.19476 -1.00827 2.05873 0.055 0.002 0.006
H 7.86979 -0.04697 1.45426 -0.008 0.003 0.007
H 3.04412 2.21228 -1.78218 0.033 -0.039 -0.016
H -6.63246 -1.09802 -0.42233 0.012 -0.009 0.020
H 0.01997 -4.35622 -0.63379 -0.003 -0.012 -0.017
H -3.78335 -3.14556 -4.04291 0.028 0.022 0.033
H -5.69304 -5.14961 0.20014 -0.018 0.022 0.002
H 4.28982 1.82152 -0.58164 0.002 -0.023 0.030
H 2.70364 2.19133 1.25049 -0.044 0.034 0.014
H -7.08856 -3.30009 0.09824 0.003 -0.019 -0.028
H -1.25188 -6.50354 -0.44463 0.011 0.010 0.026
H -3.58147 0.69107 -0.58744 -0.023 0.109 -0.052
H -3.95102 -4.48031 -2.88813 0.056 -0.024 -0.009
H 6.81733 -0.41885 3.66042 0.000 -0.006 -0.008
H 4.39892 -0.91575 3.80265 0.009 0.004 -0.003
H 2.11058 7.23609 2.27076 -0.001 0.005 -0.014
H -3.98570 -2.58261 1.92535 0.015 0.010 0.037
H 0.47826 5.02812 -1.83755 0.007 0.011 -0.005
H 1.55256 7.24885 -1.97283 0.001 -0.001 0.009
H 2.73840 3.61685 0.19501 -0.026 0.054 0.009
```
Positions in Å, forces in eV/Å.

Entry 2:
Here is an isolated molecule of C5H3ClO2S3 at a distorted geometry from the OMol25 dataset. Energies are from ωB97M-V/def2-TZVPD.

Results
* gap between HOMO and LUMO: 8.0426 eV
* ΔE to the lowest compared entry with this formula, charge and spin: 0.0 kcal per mole
* LUMO energy: -0.5 eV
* structure (SMILES): COC(=O)c1sc(=S)sc1Cl
* energy: -54355.4892 eV

Geometry as XYZ:
```
14
Properties=species:S:1:pos:R:3:forces:R:3
Cl 0.45828 -2.52699 0.07119 -0.166 -0.931 0.395
S 1.94766 1.42220 -0.37507 -0.059 -0.915 0.264
S 4.82383 1.03192 0.17944 0.701 0.440 -0.064
S 3.10418 -1.28611 0.20890 -1.298 0.656 0.041
O -1.53995 -0.45076 0.19215 1.379 -0.002 0.466
O -1.00324 1.50065 -0.77211 0.639 -0.618 0.472
C -0.66669 0.43779 -0.27613 0.227 1.522 -0.972
C 3.34392 0.41810 0.00365 0.146 0.603 -0.044
C 1.36765 -1.10510 0.15683 -1.320 1.717 -1.510
C -2.84988 -0.00857 0.17105 -3.943 0.529 0.647
C 0.77800 0.11993 -0.17209 1.464 -2.160 1.194
H -2.99727 0.95866 -0.35035 0.276 -1.162 -0.723
H -3.27779 0.38039 1.16650 1.099 -1.394 -0.677
H -3.48869 -0.89211 -0.20396 0.856 1.714 0.510
```
Positions in Å, forces in eV/Å.

Entry 3:
Here is an isolated molecule of C7H9NS at a distorted geometry from the OMol25 dataset. Energies are from ωB97M-V/def2-TZVPD.

Results
* gap between HOMO and LUMO: 8.8390 eV
* ΔE to the lowest compared entry with this formula, charge and spin: 122.0 kcal per mole
* LUMO energy: 1.0 eV
* structure (SMILES): CS[C@H]1C[C@]23C=C[C@]12N3
* energy: -19724.1504 eV

Geometry as XYZ:
```
18
Properties=species:S:1:pos:R:3:forces:R:3
S -1.51945 1.43354 -0.71694 0.310 -0.701 0.600
N 0.78293 0.92701 1.64226 0.601 3.398 2.854
C 1.00998 -0.04651 -0.51675 -0.909 -1.187 -0.411
C -0.56912 -0.06638 -0.14855 1.489 0.850 -0.935
C 0.09272 -1.43394 2.03395 -1.158 0.151 1.019
C -0.18697 -0.03954 1.37761 -0.935 -2.153 -0.676
C 1.39194 -0.11365 1.00117 -0.256 -1.498 -2.372
C 1.37463 -1.43632 1.68859 1.575 -1.152 2.003
C -1.66071 1.17505 -2.50866 0.175 0.827 -1.479
H -0.96372 0.27108 -2.81228 -2.043 1.718 0.253
H -1.33762 2.11877 -3.09790 0.241 -1.502 1.175
H 1.19306 -1.01535 -1.11101 0.356 1.684 0.942
H -0.61695 -2.02440 2.71859 1.366 0.778 -1.300
H 2.29740 -1.97642 2.06669 -1.395 0.248 -0.738
H 1.43347 0.86758 -0.97248 -0.477 -0.635 -0.100
H 1.06690 1.15870 2.64118 -0.784 -0.722 -1.813
H -2.77909 1.24120 -2.76867 1.637 -1.360 0.221
H -1.00939 -1.04042 -0.51681 0.204 1.255 0.758
```
Positions in Å, forces in eV/Å.

Entry 4:
Here is a structure of composition C10H14BBeClN6O4 at a distorted geometry from the OMol25 dataset. Energies are from ωB97M-V/def2-TZVPD.

Results
* gap between HOMO and LUMO: 5.6092 eV
* ΔE to the lowest compared entry with this formula, charge and spin: 166.0 kcal per mole
* LUMO energy: -2.7 eV
* energy: -41317.8554 eV

Geometry as XYZ:
```
37
Properties=species:S:1:pos:R:3:forces:R:3
Cl 0.11206 -0.09938 1.86704 -1.384 2.183 0.859
O 1.20331 0.68175 1.34338 -0.767 -0.940 1.112
O -0.99859 -0.21293 0.79793 1.512 0.150 1.015
O -0.57167 0.56772 2.98279 1.380 -1.228 -1.649
O 0.55153 -1.43342 2.19673 -0.263 0.171 0.025
N 1.10961 -0.87833 -0.88149 -0.813 -1.745 -1.074
N -1.46256 -0.59240 -1.74856 -1.671 1.650 -4.216
N 1.53975 -0.40595 -2.09938 -0.116 -1.080 0.343
N 0.01480 1.61567 -0.79595 -0.079 0.772 -0.042
N 0.54987 1.81718 -2.01392 -0.260 0.101 0.015
N -0.86657 -0.01787 -2.87796 -1.092 -0.878 -0.048
C -1.80361 0.17758 -3.84331 -0.253 -0.906 2.320
C 2.14730 -1.51609 -0.29948 0.656 -0.083 -1.256
C 0.71483 3.73799 -0.93241 0.139 -0.443 -0.511
C 2.84303 -0.70039 -2.25743 -0.938 -0.261 0.730
C 3.26542 -1.42216 -1.13526 -0.556 0.201 0.293
C 0.99167 3.09317 -2.14411 -0.356 0.005 0.840
C -1.60609 -2.30200 0.19515 -1.607 -7.935 1.658
C -2.78885 -0.70899 -2.03225 1.062 0.081 0.337
C -3.04512 -0.25295 -3.30694 0.343 0.528 -1.090
C 0.11306 2.75563 -0.11262 0.268 0.006 -1.551
B 0.60094 0.52565 -2.90602 -0.150 1.503 1.356
Be -0.72777 -1.26819 -0.57998 3.072 8.398 1.030
H 4.23219 -1.83435 -0.93805 0.267 0.028 -0.010
H 1.44564 3.42766 -3.06322 0.017 0.097 0.070
H -4.00717 -0.23693 -3.80449 0.245 0.055 0.101
H 0.91958 4.75708 -0.67166 0.092 0.204 -0.039
H -1.51590 0.58612 -4.79461 -0.082 0.086 -0.044
H -2.62713 -1.90849 0.40233 1.012 0.739 -0.910
H 1.02698 0.78263 -3.99011 -0.118 -0.295 -0.192
H -0.13068 -2.32722 -1.01423 0.029 -1.700 1.021
H -1.11923 -2.41922 1.17246 -0.065 -0.336 -0.548
H -1.77928 -3.31880 -0.24745 -0.036 0.590 0.684
H -3.47887 -1.09715 -1.27191 0.454 0.208 -0.671
H 2.01378 -2.00968 0.64584 0.049 0.036 0.038
H -0.22346 2.83610 0.90931 -0.041 -0.062 -0.093
H 3.35717 -0.39913 -3.15534 0.053 0.099 0.098
```
Positions in Å, forces in eV/Å.

Q: What is the ΔE to the lowest compared entry with this formula, charge and spin in the third record?
A: 122.0 kcal per mole